{
  "formula": "C6H13NO",
  "method": "ωB97M-V with the def2-TZVPD basis set",
  "total_charge": -1,
  "e_above_lowest_kcal_mol": 93.1,
  "lumo_energy_ev": [3.9, 3.8],
  "multiplicity": 2,
  "e_homo_ha": [0.027, -0.104],
  "e_tot_ha": -366.22514,
  "largest_force_ev_per_a": 7.54,
  "s_squared": 0.76,
  "gap_ev": [3.17, 6.66],
  "elements": ["H", "H", "C", "H", "H", "N", "C", "H", "H", "C", "H", "O", "H", "H", "C", "H", "C", "H", "H", "H", "C"],
  "coordinates": [[-0.9372, 0.0458, -1.5313], [0.5799, 1.4615, 0.6489], [0.1642, -0.7129, 2.1171], [1.5944, 2.1614, -0.7852], [-0.4244, -1.4740, 0.1192], [0.9312, 0.5812, -2.1036], [-0.1231, -0.5346, 0.7396], [1.1882, -0.3441, -2.2307], [1.0713, -2.3213, 3.3475], [0.0045, 0.6854, 0.1911], [0.6056, -2.8591, 1.8515], [-2.9061, -0.2620, -0.0657], [-3.2724, -1.1325, 0.3046], [-2.3718, -0.3909, -0.9937], [-0.2942, 0.7852, -1.3188], [2.5202, 1.9755, -2.3130], [2.0696, 1.4060, -1.4690], [2.8577, 0.8156, -0.9494], [0.0073, 0.0249, 2.7795], [-0.7527, 1.7459, -1.5832], [0.5231, -1.9094, 2.5043]],
  "forces_ev_per_a": [[-2.247, -2.679, -1.182], [-0.055, 0.254, 0.372], [-0.645, -0.862, -4.043], [0.803, -0.904, -0.660], [0.605, 1.551, 0.996], [0.970, 3.690, 0.251], [-0.303, -1.085, 1.032], [0.421, -2.000, 0.266], [-0.372, 1.143, 0.959], [-1.183, 0.704, -2.879], [-0.440, 1.923, -0.097], [0.223, -1.588, -2.396], [1.245, 1.665, -1.365], [-2.259, -0.149, 3.899], [3.007, 2.560, 2.576], [0.101, -0.324, 0.563], [-1.070, 0.026, -1.378], [-0.724, 0.355, -0.169], [-0.147, 2.892, 2.069], [0.109, -0.034, -0.227], [1.962, -7.140, 1.413]]
}

---

{
  "formula": "C25H31ClN6O",
  "method": "ωB97M-V with the def2-TZVPD basis set",
  "smiles": "COc1ccc(Cn2nnnc2[C@@H](c2ccccc2Cl)N2CCN(C3CCCC3)CC2)cc1",
  "lumo_energy_ev": 0.7,
  "e_homo_ha": -0.321,
  "e_tot_ha": -1835.18290,
  "largest_force_ev_per_a": 1.40,
  "gap_ev": 9.41,
  "elements": ["O", "H", "C", "N", "H", "H", "H", "N", "C", "C", "H", "H", "N", "C", "H", "H", "C", "C", "Cl", "H", "H", "H", "H", "H", "H", "H", "H", "C", "H", "H", "C", "C", "H", "C", "H", "C", "N", "C", "H", "H", "H", "C", "C", "C", "H", "H", "C", "C", "C", "H", "C", "C", "H", "N", "C", "H", "H", "C", "C", "H", "C", "N", "H", "C"],
  "coordinates": [[-4.3192, -3.1023, -1.5131], [-5.6913, -1.5909, -1.8882], [-0.5341, 0.9302, 0.3069], [0.7572, 0.2458, 0.4021], [-6.2796, -2.9236, -0.8519], [-0.4488, -2.8745, 0.6978], [7.1350, -2.5782, -1.7950], [-1.1905, 2.5012, 2.1949], [5.1228, -2.0708, -1.1039], [-0.5702, 4.1473, -2.5608], [6.1109, -0.2969, 1.4751], [-0.5648, 4.9410, -3.2922], [-1.5392, 2.3001, 3.4594], [2.3553, -1.3213, -0.5344], [-6.0008, -3.1985, -2.5888], [-1.3228, -1.3948, 3.6071], [7.0815, -0.9037, -0.3837], [-1.1359, 2.9262, -2.8794], [-1.8933, 0.4059, -2.3920], [2.1580, 1.8114, 0.1015], [4.5701, -1.9825, 0.9790], [7.9803, -0.9775, 0.2271], [1.5679, 1.5918, 1.7720], [2.0745, -2.0870, 0.2132], [4.5939, -3.0172, -1.2061], [5.6431, 0.6611, 0.0672], [-1.9223, -3.7346, -1.0886], [-1.1394, 1.9070, -1.9416], [7.3052, -0.2566, -1.2320], [-5.1109, -1.3030, 0.3900], [-1.4719, -2.5361, 0.6315], [-0.5833, 2.0794, -0.6757], [4.9508, -1.4643, -1.9937], [6.6180, -2.2693, -0.8877], [1.4107, 0.2809, -1.6142], [-2.2869, -3.0197, -0.3683], [-1.1556, 0.3976, 2.6599], [-3.6075, -2.5794, -0.4821], [-3.6624, -0.4735, 2.1566], [-1.5772, 2.7590, -3.8497], [2.6380, -1.8255, -1.4579], [-0.0281, 4.3459, -1.3034], [-0.0369, 3.3220, -0.3734], [-1.9516, -1.6087, 1.5501], [0.3555, 3.4936, 0.6150], [-0.0082, -1.3004, 2.3979], [5.8893, -0.3430, 0.4095], [1.8607, 1.0686, 0.8587], [-5.6446, -2.6693, -1.7066], [-1.2454, 0.1644, -0.0298], [4.6909, -1.2766, 0.1336], [-4.0954, -1.6613, 0.4425], [6.7813, -3.0304, -0.1226], [3.4663, -0.5134, -0.0655], [-1.0476, -1.0345, 2.6109], [0.3149, -1.0525, -1.1600], [0.4003, 5.3012, -1.0418], [-0.9493, 1.3164, 1.6822], [-3.2701, -1.1894, 1.4481], [2.7798, -0.5584, 1.9386], [1.1469, -0.4337, -0.8176], [-1.5248, 1.0674, 3.7511], [3.8788, 0.7780, 1.5202], [3.0557, 0.1671, 1.1497]],
  "forces_ev_per_a": [[0.320, -0.075, 0.057], [0.002, -0.036, 0.023], [0.008, -0.059, -0.220], [-0.065, 0.007, 0.001], [0.029, 0.023, -0.030], [0.164, -0.022, -0.005], [0.040, -0.093, 0.013], [0.230, 0.064, -0.990], [0.016, -0.173, 0.251], [-0.039, -0.056, 0.000], [0.000, 0.088, 0.031], [-0.007, 0.070, -0.064], [-0.256, 0.636, 0.725], [-0.149, 0.134, -0.220], [-0.021, 0.062, 0.072], [0.085, 0.092, -0.109], [0.098, -0.069, 0.077], [-0.010, 0.002, -0.072], [-0.113, -0.152, -0.128], [-0.012, -0.009, 0.082], [-0.011, 0.032, -0.068], [0.070, 0.063, -0.054], [0.029, 0.044, -0.008], [-0.003, -0.022, -0.039], [-0.080, -0.006, -0.090], [-0.057, 0.061, 0.063], [0.050, -0.093, -0.097], [0.080, 0.216, 0.066], [0.049, 0.024, -0.009], [-0.105, 0.010, -0.041], [-0.122, 0.105, 0.114], [-0.098, -0.172, -0.084], [-0.064, 0.053, -0.100], [-0.044, 0.062, -0.112], [-0.049, -0.048, -0.011], [-0.246, -0.032, -0.161], [0.253, 1.193, -0.680], [0.215, -0.024, 0.109], [-0.033, 0.102, 0.062], [-0.037, -0.037, -0.069], [-0.004, -0.039, 0.022], [0.071, 0.028, 0.046], [0.022, 0.075, -0.109], [-0.062, -0.020, 0.051], [0.049, 0.028, 0.048], [-0.146, 0.016, 0.079], [0.014, -0.046, 0.150], [0.253, -0.078, 0.241], [-0.239, 0.082, -0.030], [0.151, 0.208, 0.074], [0.052, 0.095, -0.179], [-0.226, -0.081, -0.214], [0.028, -0.067, 0.006], [-0.035, -0.122, 0.054], [0.025, -0.634, 0.172], [0.013, 0.039, -0.034], [0.037, 0.091, 0.028], [-0.235, -0.427, 0.537], [0.232, -0.094, 0.033], [0.035, 0.046, -0.013], [0.084, -0.367, -0.031], [-0.156, -0.980, 0.797], [0.012, -0.018, 0.020], [-0.091, 0.302, -0.032]]
}

---

{
  "formula": "C12H16Cl2N2O2PSm",
  "method": "ωB97M-V with the def2-TZVPD basis set",
  "total_charge": 2,
  "lumo_energy_ev": [-9.7, -7.8],
  "multiplicity": 6,
  "e_homo_ha": [-0.582, -0.582],
  "e_tot_ha": -2646.01938,
  "largest_force_ev_per_a": 5.77,
  "s_squared": 8.76,
  "gap_ev": [6.14, 8.07],
  "elements": ["H", "Cl", "C", "C", "C", "P", "C", "H", "H", "C", "H", "O", "C", "Sm", "C", "H", "H", "H", "N", "H", "H", "H", "C", "N", "H", "C", "O", "C", "H", "H", "H", "C", "H", "C", "H", "Cl"],
  "coordinates": [[-2.0198, -1.2781, -3.1352], [-1.9971, 0.2059, 0.5983], [0.3291, 4.0626, 1.6843], [1.7300, -0.8680, -0.7989], [0.7213, -4.1051, 3.1409], [-0.3729, 0.3130, -2.3136], [-2.0023, -0.1993, -2.9597], [0.2979, 5.8387, 2.9053], [-1.2704, 2.5135, -1.7808], [1.7414, -3.1727, 3.0499], [2.3665, -1.3646, 2.0147], [2.3179, -1.6538, -1.4299], [-0.4282, -3.9594, 2.3527], [0.4378, 0.7473, 0.6579], [-0.5720, 2.1085, -2.5148], [-1.4677, -2.6692, 0.9426], [0.3887, 2.6171, -2.4160], [-2.7785, 0.0435, -2.2336], [0.3647, -1.8257, 1.5710], [-0.0906, 6.0944, 1.1960], [0.6516, -1.1130, -3.9907], [2.6743, -3.2504, 3.6196], [-0.5712, -2.8162, 1.5556], [-2.3214, -5.7609, 2.5812], [0.0422, 0.4545, -4.6790], [0.5534, 5.5221, 1.8818], [1.1001, 3.1855, 1.2171], [0.5820, -0.0281, -3.8413], [0.8051, -4.9506, 3.8220], [1.5871, 5.8147, 1.6914], [-0.9676, 2.2310, -3.5320], [-1.4847, -4.9496, 2.4507], [1.5924, 0.3778, -3.7267], [1.5443, -2.0734, 2.1958], [-2.1702, 0.3361, -3.9066], [-1.3133, 3.5718, 2.1299]],
  "forces_ev_per_a": [[-0.028, 0.127, -0.029], [0.647, 0.454, 0.189], [0.412, -1.387, -0.674], [3.453, -3.756, -2.693], [-0.039, -0.104, 0.176], [-0.409, 0.326, -1.092], [-0.189, -0.379, 0.624], [-0.131, -0.330, -0.305], [-0.135, 0.071, -0.112], [0.200, 0.835, -0.606], [-0.335, -0.118, 0.287], [-2.793, 3.456, 2.655], [-0.067, 0.178, -0.014], [-1.736, -0.875, -0.138], [0.118, 0.159, 0.133], [0.377, 0.110, 0.380], [-0.008, 0.145, -0.168], [-0.082, 0.003, -0.159], [0.767, -0.406, -0.605], [-0.021, -0.321, 0.167], [-0.006, 0.279, -0.127], [-0.454, -0.120, -0.318], [0.146, 0.546, 0.521], [2.090, 2.074, -0.382], [0.436, -0.317, 0.388], [0.666, 0.176, 0.002], [-1.831, 1.453, 0.930], [0.339, -0.104, 0.447], [-0.022, 0.140, -0.205], [-0.030, -0.268, -0.084], [0.103, 0.393, 0.331], [-1.673, -1.625, 0.136], [-0.099, -0.049, -0.333], [-0.569, -0.459, 0.587], [0.059, -0.189, 0.348], [0.845, -0.118, -0.255]]
}